No. 1
The following is a DFT calculation (ωB97M-V/def2-TZVPD) of the molecule C3H6N2OS at a distorted geometry.

orbital gap	0.33953	hartree
max |F|	0.047	hartree/bohr
SMILES	C1CN2NO[C@@H]2S1
spin multiplicity	1

CARTESIAN COORDINATES (ANGSTROEM)
C: 1.0144 -0.8642 0.5003
C: 0.9901 0.3650 -0.4175
N: -0.3686 0.7932 -0.6235
N: -1.0976 1.4236 0.4513
O: -2.1429 0.4320 0.3935
C: -1.2784 -0.3168 -0.6268
S: -0.4787 -1.8167 0.0415
H: 1.8845 -1.4872 0.3180
H: 0.9796 -0.5988 1.5583
H: 1.5854 1.1858 -0.0163
H: 1.3703 0.0923 -1.4064
H: -0.6303 1.3193 1.3661
H: -1.8277 -0.5275 -1.5385

No. 2
The following is a DFT calculation (ωB97M-V/def2-TZVPD) of a structure of composition C29H57Li3O10 at a distorted geometry.

orbital gap	0.19099	hartree
max |F|	0.047	hartree/bohr
charge	+2
spin multiplicity	1

CARTESIAN COORDINATES (ANGSTROEM)
Li: 1.4201 1.6186 -3.0805
Li: 1.9402 3.2834 -0.4340
Li: -0.7592 3.3960 -1.4933
O: -0.1220 -0.1010 0.2443
C: 0.4882 0.7549 -0.5673
O: 1.1606 0.3583 -1.5401
O: 0.3696 1.9940 -0.2822
H: 0.1815 -0.9681 -0.1060
C: 1.1022 0.2623 -6.8979
C: 1.1741 -1.0624 -6.1526
C: 1.0193 -0.6115 -4.7140
O: 1.7887 0.6155 -4.6437
C: 1.6778 1.3051 -5.9017
H: 0.0997 0.5912 -7.1709
H: 1.7074 0.2840 -7.8021
H: 2.1558 -1.5275 -6.2305
H: 0.3750 -1.7569 -6.4019
H: 1.4333 -1.3123 -3.9939
H: -0.0266 -0.3581 -4.5118
H: 2.6408 1.6461 -6.2838
H: 1.0578 2.2070 -5.8546
C: 0.8076 -1.2894 4.3251
C: 1.2762 -0.0028 3.6454
C: 2.3552 -0.5526 2.7148
O: 2.9927 -1.5806 3.4530
C: 2.1124 -2.0745 4.4615
H: 0.0910 -1.7687 3.6568
H: 0.4027 -1.1124 5.3195
H: 1.7007 0.7207 4.3387
H: 0.5024 0.4373 3.0148
H: 3.1175 0.1874 2.4600
H: 1.9070 -0.9577 1.7980
H: 2.5698 -1.8596 5.4310
H: 2.0037 -3.1581 4.3940
C: -4.5009 1.0269 -1.5378
C: -3.8386 0.6989 -2.8896
C: -2.4201 1.2614 -2.7852
O: -2.4399 2.1816 -1.6621
C: -3.4002 1.6712 -0.7117
H: -4.9558 0.1857 -1.0150
H: -5.3395 1.7159 -1.6408
H: -4.3840 1.1619 -3.7089
H: -3.8053 -0.3771 -3.0555
H: -2.0344 1.7375 -3.6892
H: -1.6916 0.5007 -2.4771
H: -3.8105 2.5461 -0.2090
H: -2.9888 0.9848 0.0303
C: 1.9013 -3.9985 1.2339
C: 2.5359 -4.2731 -0.0963
C: 1.8571 -3.2497 -1.0203
O: 0.5439 -3.1273 -0.4714
C: 0.4272 -3.7241 0.8110
H: 2.3898 -3.1399 1.7039
H: 2.0245 -4.7862 1.9779
H: 2.3121 -5.2723 -0.4726
H: 3.6219 -4.1782 -0.0546
H: 1.9082 -3.6953 -2.0158
H: 2.2677 -2.2367 -1.0191
H: -0.0984 -4.6794 0.7318
H: -0.1049 -3.1269 1.5531
C: -4.2982 -1.5036 1.5745
C: -2.8878 -1.9616 1.2287
C: -2.9813 -2.1603 -0.2755
O: -4.3183 -2.6150 -0.5093
C: -5.1555 -2.3024 0.6028
H: -4.4552 -0.4381 1.3977
H: -4.5216 -1.7618 2.6089
H: -2.6425 -2.8748 1.7686
H: -2.1636 -1.1773 1.4608
H: -2.2327 -2.7998 -0.7466
H: -2.8395 -1.2165 -0.8245
H: -5.5125 -3.2099 1.0917
H: -5.9927 -1.6988 0.2499
C: -3.4155 2.3597 2.7865
C: -3.6485 2.8376 4.1978
C: -2.2738 3.3515 4.6079
O: -1.4014 2.3472 4.0890
C: -1.9324 1.9149 2.8345
H: -3.4432 3.1971 2.0848
H: -4.1333 1.5977 2.4924
H: -3.9567 1.9924 4.8137
H: -4.3529 3.6564 4.3632
H: -2.1168 3.4813 5.6780
H: -2.0364 4.3348 4.1805
H: -1.8494 0.8286 2.8186
H: -1.4325 2.4033 1.9959
C: 5.7043 1.2279 0.0628
C: 6.0844 2.6938 0.0554
C: 4.8049 3.3424 0.5642
O: 3.7216 2.4747 0.1567
C: 4.2755 1.2958 -0.4766
H: 5.7394 0.8412 1.0796
H: 6.3448 0.6498 -0.6014
H: 6.3539 3.0878 -0.9228
H: 6.8302 2.9283 0.8147
H: 4.6908 4.3463 0.1506
H: 4.8414 3.3740 1.6535
H: 4.2171 1.3327 -1.5703
H: 3.6859 0.4075 -0.2413

No. 3
The following is a DFT calculation (ωB97M-V/def2-TZVPD) of a structure of composition C5H12F2NO9S2Y at a distorted geometry.

orbital gap	0.07266	hartree
max |F|	0.167	hartree/bohr
charge	-2
spin multiplicity	1

CARTESIAN COORDINATES (ANGSTROEM)
Y: 0.3604 -0.2964 -0.5320
O: 3.2989 1.4596 -3.3474
C: 2.9984 1.9874 -4.6476
C: 1.5907 2.7888 -4.7339
O: 0.4468 2.2125 -4.0602
H: 3.0002 1.1848 -5.3851
H: 3.8147 2.6284 -4.9807
H: 1.3370 2.8687 -5.7909
H: 1.6955 3.8154 -4.3828
O: 2.7600 -3.7809 0.9242
C: 2.4941 -5.2027 0.7848
C: 1.0865 -5.6644 0.1054
O: 0.3963 -4.7180 -0.7133
H: 2.7127 -5.7728 1.6878
H: 3.3510 -5.5199 0.1905
H: 0.4264 -5.8754 0.9468
H: 1.1566 -6.6161 -0.4213
N: 0.0035 2.3746 3.1419
S: -0.1457 3.8719 3.4674
O: 0.8084 4.5177 4.3911
O: -1.5447 4.3579 3.2469
F: 0.4980 4.3876 2.0930
S: -0.3213 2.0406 4.8002
O: -1.6675 2.2571 5.2524
O: 0.7778 2.0861 5.7537
F: -0.3574 0.4646 4.4390
C: -5.2529 -0.2722 -0.7121
O: -4.2656 -0.2896 0.2452
H: -4.9750 -0.6997 -1.6754
H: -6.0943 -0.9225 -0.4726
H: -5.6843 0.7288 -0.7060
H: -4.7051 -0.4017 1.0912

No. 4
The following is a DFT calculation (ωB97M-V/def2-TZVPD) of a structure of composition C14H44CrHg2O13S at a distorted geometry.

orbital gap (spin up / spin down)	0.16282 / 0.16276	hartree
max |F|	0.051	hartree/bohr
charge	+2
expectation value of S²	6.007
spin multiplicity	5

CARTESIAN COORDINATES (ANGSTROEM)
Hg: -1.2037 -0.5200 -3.9606
Hg: -3.9180 -0.6960 -0.7655
Cr: -1.9566 2.4723 -1.5809
S: -0.5742 -0.4479 -0.7137
O: 0.5341 -0.7380 0.1903
O: -1.8619 -1.0265 -0.2483
O: -0.8176 0.9836 -0.8180
O: -0.3319 -0.9982 -2.0699
O: -3.7466 1.5564 -0.9805
H: -3.9933 1.8059 -0.0846
O: -1.7953 1.5122 -3.4891
H: -1.2949 2.1511 -4.0123
C: -0.8370 -4.1102 -3.0086
C: 0.0180 -3.5558 -4.1422
O: -0.8031 -2.6142 -4.9221
H: -1.2437 -3.3582 -2.3426
H: -0.2939 -4.8593 -2.4342
H: -1.6752 -4.6372 -3.4696
H: 0.2247 -4.4075 -4.7946
H: 0.9886 -3.1461 -3.8681
H: -0.3692 -2.6238 -5.7928
C: -0.8052 -3.4391 3.6747
C: -0.3164 -3.3533 2.2240
O: 0.9075 -2.5949 2.2402
H: -0.9666 -2.5038 4.2126
H: -0.3003 -4.2380 4.2025
H: -1.8818 -3.6949 3.6385
H: -0.9836 -2.9076 1.4808
H: -0.0010 -4.3633 1.9424
H: 0.8787 -1.9051 1.5632
C: -1.1220 4.5005 2.4956
C: -1.1663 4.6325 1.0062
O: -1.2137 3.3295 0.3688
H: -1.9663 3.9309 2.8824
H: -1.1550 5.5191 2.8949
H: -0.2017 4.0847 2.9052
H: -0.2888 5.1940 0.6826
H: -2.0953 5.1523 0.7750
H: -0.4244 2.7988 0.6623
C: 0.9351 0.8627 3.8780
C: 1.6114 1.4379 2.6351
O: 0.5905 1.7474 1.6661
H: 0.6979 -0.1971 3.7783
H: 0.0013 1.3753 4.1151
H: 1.5291 0.9857 4.7866
H: 2.3319 0.7846 2.1375
H: 2.1636 2.3522 2.8531
H: 0.4356 0.9639 1.1151
C: 3.0940 -3.0643 -1.5239
C: 3.2920 -1.5585 -1.8035
O: 3.2198 -0.8015 -0.6198
H: 2.0930 -3.1662 -1.0989
H: 3.9006 -3.4676 -0.9220
H: 3.1087 -3.5904 -2.4834
H: 2.6679 -1.1847 -2.6285
H: 4.2937 -1.4652 -2.2340
H: 2.3160 -0.8727 -0.2710
C: -3.0458 1.0150 3.0250
C: -3.5307 -0.3627 2.6353
O: -4.3732 -0.2686 1.4420
H: -2.5533 1.5135 2.1915
H: -2.3999 0.9457 3.8966
H: -3.9488 1.5641 3.3145
H: -4.1360 -0.8457 3.4049
H: -2.7327 -1.0816 2.4471
H: -5.0647 0.3792 1.6419
C: 3.7791 3.1292 -3.4266
C: 3.5454 2.4011 -2.1162
O: 2.2326 1.8252 -2.0911
H: 3.7686 2.5845 -4.3712
H: 4.7796 3.5723 -3.4273
H: 3.0945 3.9751 -3.5481
H: 3.7832 2.9980 -1.2394
H: 4.2625 1.5767 -2.1899
H: 2.3102 1.0528 -1.5128

No. 5
The following is a DFT calculation (ωB97M-V/def2-TZVPD) of a cluster of 2 separate species, C2H2IO3 in total at a distorted geometry.

orbital gap	0.19956	hartree
max |F|	0.085	hartree/bohr
charge	-1
spin multiplicity	1

CARTESIAN COORDINATES (ANGSTROEM)
C: 0.7989 1.6151 0.7906
C: -0.2410 -1.2270 0.0246
O: 1.1676 1.5128 -0.2779
O: 0.5858 1.9140 1.8561
O: 0.1159 -1.4424 -1.3502
I: -1.8211 0.3236 0.2073
H: -0.8671 -2.1422 0.2942
H: 0.2611 -0.5539 -1.5448

No. 6
The following is a DFT calculation (ωB97M-V/def2-TZVPD) of the molecule C3H5N3.

orbital gap	0.40264	hartree
max |F|	0.005	hartree/bohr
SMILES	Cc1cn[nH]n1
spin multiplicity	1

CARTESIAN COORDINATES (ANGSTROEM)
C: 1.2983 -0.8652 -0.6249
C: 0.1726 -0.0880 -0.0213
C: -1.1096 0.1836 -0.5339
N: -1.7821 0.9175 0.3465
N: -0.9174 1.0633 1.3293
N: 0.2634 0.4932 1.1734
H: 1.2591 -1.9191 -0.3335
H: 1.2545 -0.8152 -1.7163
H: 2.2591 -0.4596 -0.2980
H: -1.5553 -0.1074 -1.4758
H: -1.1425 1.5969 2.1545